No. 1
The molecule C5H11NO in a non-equilibrium geometry. Source: OMol25; level of theory: ωB97M-V/def2-TZVPD.

Cartesian coordinates (Å):
C -1.6904 -0.1362 1.6815
C -0.3683 -0.5642 1.0200
N 0.1241 0.2362 -0.1289
C -0.7615 0.2635 -1.3006
C 1.5617 -0.3806 -0.4353
C 1.8809 0.9710 -1.0219
O 2.3432 1.0229 -2.1424
H -2.5458 -0.3946 1.0727
H -1.6780 -0.7822 2.5584
H -1.6581 0.8914 2.0555
H 0.4463 -0.6068 1.7256
H -0.5907 -1.5649 0.6032
H -0.7818 -0.7350 -1.7283
H -1.7351 0.5185 -0.8925
H -0.3174 0.9609 -1.9974
H 1.7671 -1.1395 -1.1756
H 2.0744 -0.4452 0.5231
H 1.9293 1.8846 -0.4171

Its multiplicity is 1. The calculation puts the strongest force on any atom at 4.93 eV/A. As for the LUMO energy: 1.0 eV. The gap between HOMO and LUMO comes out at 10.072 eV. As for the HOMO energy: -9.086 eV. Its structure (SMILES) is CCN(C)CC=O. As for the total charge: 0.

Atomic partial charges in e from the Löwdin method, atoms 1 to 6: number 1, C, carries -0.088; number 2, C, carries -0.269; number 3, N, carries -0.226; number 4, C, carries -0.067; number 5, C, carries -0.076; number 6, C, carries -0.326



No. 2
The molecule C5H7NOS in a non-equilibrium geometry. Source: OMol25; level of theory: ωB97M-V/def2-TZVPD.

Cartesian coordinates (Å):
C 1.3256 -1.1402 -0.7846
C 0.6312 0.0127 -0.0251
C 1.2913 0.7918 0.8703
C -1.7396 -0.7562 0.2960
C -1.1784 1.5115 -0.4512
H 0.9743 -2.1507 -0.4095
H 2.3506 -1.2365 -0.4834
H 1.2138 -0.9595 -1.8950
H 0.9005 1.5378 1.7687
H 2.3060 0.4182 1.2274
H -1.3008 -1.6262 0.9244
H -0.3661 2.1623 -0.6587
N -0.7541 0.2291 -0.0599
O -2.2713 1.8942 -0.4316
S -3.3828 -0.6883 0.1122

Its multiplicity is 1. The calculation puts the strongest force on any atom at 3.85 eV/A. As for the LUMO energy: -0.2 eV. The gap between HOMO and LUMO comes out at 8.166 eV. As for the HOMO energy: -8.362 eV. Its structure (SMILES) is C=C(C)N(C=O)C=S. As for the total charge: 0.

Atomic partial charges in e from the Löwdin method, atoms 1 to 6: number 1, C, carries -0.034; number 2, C, carries -0.384; number 3, C, carries 0.046; number 4, C, carries -0.591; number 5, C, carries -0.345; number 6, H, carries 0.094



No. 3
A structure of composition C23H21N6O3Sc in a non-equilibrium geometry. Source: OMol25; level of theory: ωB97M-V/def2-TZVPD.

Cartesian coordinates (Å):
Sc -0.0202 0.1257 0.1218
N 0.2994 0.4363 -2.5584
C 1.5542 1.1749 -2.8292
C 2.5965 0.6581 -1.8393
O 3.5208 -0.0651 -2.1567
N 2.9569 0.2816 0.4556
C 2.9606 0.9338 1.7536
C 1.6115 0.7206 2.5404
O 1.5276 1.1512 3.6650
O 0.7031 0.0662 1.9051
H 0.3940 -0.4941 -2.9669
H -0.4612 0.8926 -3.0589
H 1.3792 2.2404 -2.6778
H 1.9334 1.0057 -3.8426
H 3.1221 2.0047 1.6084
H 3.7777 0.5543 2.3695
C 1.2635 5.8507 0.2119
C 0.1017 5.1289 0.4589
C 0.0952 3.7597 0.3107
C 1.2533 3.0783 -0.0904
C 2.4187 3.8147 -0.3379
C 2.4122 5.1884 -0.1858
N 1.1430 1.7161 -0.2554
N 2.3268 1.0338 -0.5638
C 2.6778 -1.0781 0.4171
C 3.5605 -1.9781 1.0324
C 3.3879 -3.3263 0.8373
C 2.3516 -3.7563 0.0082
C 1.4884 -2.8160 -0.5087
N 1.6156 -1.4988 -0.3054
H 1.2734 6.9237 0.3286
H -0.7972 5.6438 0.7694
H -0.7883 3.1549 0.5117
H 3.3244 3.3144 -0.6531
H 3.3183 5.7483 -0.3732
H 4.3829 -1.5960 1.6114
H 4.0594 -4.0344 1.2999
H 2.2171 -4.8008 -0.2163
H 0.6493 -3.1134 -1.1280
C -2.2196 -0.0334 -0.3015
C -3.0793 -0.5629 0.7748
C -3.5483 -1.8858 0.7470
C -4.4374 -2.3548 1.6864
C -4.9076 -1.5071 2.6926
C -4.4295 -0.1941 2.7554
C -3.5362 0.2632 1.8151
C -5.8755 -1.9650 3.6093
N -6.6769 -2.3393 4.3415
H -2.5540 0.9980 -0.5216
H -2.4035 -0.6362 -1.2075
H -3.2081 -2.5503 -0.0383
H -4.7985 -3.3722 1.6438
H -4.7871 0.4599 3.5370
H -3.1735 1.2832 1.8731

Its multiplicity is 1. The calculation puts the strongest force on any atom at 1.86 eV/A. As for the LUMO energy: -0.3 eV. The gap between HOMO and LUMO comes out at 7.661 eV. As for the HOMO energy: -7.991 eV. As for the total charge: 0.

Atomic partial charges in e from the Löwdin method, atoms 1 to 6: number 1, Sc, carries 1.093; number 2, N, carries 0.008; number 3, C, carries -0.132; number 4, C, carries -0.446; number 5, O, carries 0.096; number 6, N, carries -0.011



No. 4
The molecule C22H23N5O5S in a non-equilibrium geometry. Source: OMol25; level of theory: ωB97M-V/def2-TZVPD.

Cartesian coordinates (Å):
C -0.7953 -4.3459 -1.3647
H -1.3982 -4.9513 -0.6919
H 0.2005 -4.2381 -0.9401
H -0.7167 -4.8594 -2.3186
C -1.4427 -2.9809 -1.5693
N -1.6027 -2.2837 -0.3182
C -2.7930 -2.0091 0.2909
N -2.5953 -1.4869 1.4752
N -1.2734 -1.4099 1.6668
C -0.6660 -1.8789 0.6069
C 0.7818 -1.8912 0.5049
C 1.4757 -1.6632 -0.6778
C 2.8577 -1.5935 -0.6900
C 3.5804 -1.7491 0.4899
C 2.8840 -1.9866 1.6805
C 1.5110 -2.0497 1.6879
H 0.9727 -2.2108 2.6081
H 3.4533 -2.1086 2.5882
O 4.9267 -1.6845 0.5936
C 5.6733 -1.2584 -0.5256
H 6.7056 -1.2063 -0.1847
H 5.6029 -1.9734 -1.3515
H 5.3483 -0.2682 -0.8568
H 3.3649 -1.4088 -1.6239
H 0.9442 -1.5014 -1.6026
S -4.3466 -2.2536 -0.4546
C -5.3644 -1.1093 0.5457
H -5.1630 -1.3158 1.5947
H -6.3925 -1.3521 0.2826
C -5.0499 0.3299 0.1382
O -5.6777 0.9212 -0.7041
N -3.9683 0.8148 0.8091
N -3.3125 1.9240 0.4042
C -2.1093 2.0591 0.7980
C -1.2937 3.1783 0.3814
C -1.8602 4.3301 -0.1589
C -1.0666 5.3856 -0.5624
C 0.3093 5.2939 -0.4363
C 0.8966 4.1516 0.0837
C 0.1077 3.0877 0.4989
O 0.5924 1.9166 1.0148
C 1.9698 1.6777 0.9988
C 2.5666 1.5569 -0.3947
O 3.7480 1.5255 -0.6184
O 1.6431 1.4684 -1.3462
H 2.0543 1.3941 -2.2221
H 2.1021 0.7087 1.4953
H 2.5390 2.4292 1.5630
H 1.9731 4.1025 0.1536
H 0.9398 6.1130 -0.7490
H -1.5144 6.2759 -0.9761
H -2.9338 4.3662 -0.2506
H -1.6251 1.3122 1.4348
H -3.4761 0.1742 1.4513
H -0.8460 -2.3716 -2.2529
H -2.4416 -3.0970 -1.9988

Its multiplicity is 1. The calculation puts the strongest force on any atom at 1.11 eV/A. As for the LUMO energy: 0.3 eV. The gap between HOMO and LUMO comes out at 8.380 eV. As for the HOMO energy: -8.067 eV. Its structure (SMILES) is CCn1c(SCC(=O)N/N=C/c2ccccc2OCC(=O)O)nnc1-c1ccc(OC)cc1. As for the total charge: 0.

Atomic partial charges in e from the Löwdin method, atoms 1 to 6: number 1, C, carries -0.051; number 2, H, carries 0.084; number 3, H, carries 0.069; number 4, H, carries 0.079; number 5, C, carries -0.196; number 6, N, carries 0.003



No. 5
A cluster of 6 separate species, C17H32BrCl2FN8O12P in total in a non-equilibrium geometry. Source: OMol25; level of theory: ωB97M-V/def2-TZVPD.

Cartesian coordinates (Å):
C 0.1763 1.5660 2.5135
C -1.1004 1.6061 1.6516
C -1.1028 0.5673 0.5053
C -1.3248 1.2610 -0.8635
C -2.1189 0.4039 -1.8617
C -0.0128 1.7781 -1.3589
C 1.0968 1.1615 -1.8654
P 1.4259 -0.6604 -2.1210
O 0.1179 -1.2527 -2.8425
Br 2.9264 -0.6655 -3.7810
N 1.9693 2.2063 -2.0843
F 3.2069 2.0399 -2.5480
C 1.5173 3.3841 -1.7461
C 2.1492 4.7361 -1.7730
Cl 1.8442 5.5420 -3.3231
C 3.6211 4.7892 -1.3166
C 4.6902 4.5607 -2.4009
Cl 3.8788 3.6109 0.0257
N 0.2945 3.1154 -1.3071
O -0.5431 4.1148 -0.8483
C -1.4665 4.3771 -1.7558
N -2.4649 4.5271 -2.3315
H 0.9068 2.2638 2.1001
H 0.6026 0.5713 2.5903
H -0.0568 1.9637 3.4989
H -1.1954 2.6254 1.2755
H -1.9739 1.4454 2.2797
H -1.8715 -0.1775 0.6895
H -0.1376 0.0589 0.4861
H -1.9400 2.1354 -0.6634
H -1.7308 0.5046 -2.8712
H -3.1681 0.6835 -1.8943
H -2.0849 -0.6487 -1.6005
H -0.2222 -1.9997 -2.3344
H 1.5859 5.3010 -1.0347
H 3.7778 5.7572 -0.8572
H 4.2985 4.5197 -3.4110
H 5.4796 5.2944 -2.2838
H 5.1590 3.6010 -2.2093
C -3.2339 -3.6953 1.8457
N -2.2729 -2.5627 1.8991
O -1.7586 -2.1785 0.8621
O -2.0484 -2.0728 2.9848
H -3.3307 -4.0232 0.8205
H -2.8358 -4.4880 2.4723
H -4.1776 -3.3375 2.2251
C 2.0180 -2.6855 3.9604
N 1.3159 -3.1194 2.7223
O 0.7070 -4.1650 2.7548
O 1.3980 -2.3896 1.7553
H 1.8528 -3.4314 4.7283
H 3.0735 -2.5958 3.7217
H 1.6006 -1.7258 4.2505
C 7.3609 1.6566 -2.6503
N 8.6281 2.1394 -2.0367
O 8.9856 3.2661 -2.3063
O 9.2069 1.3675 -1.3072
H 6.9600 2.4491 -3.2719
H 7.5934 0.7775 -3.2435
H 6.6805 1.4098 -1.8396
C -6.8376 -2.1391 4.7710
N -6.1734 -2.8495 3.6448
O -5.5294 -3.8442 3.9026
O -6.3195 -2.3806 2.5342
H -6.6173 -2.6702 5.6890
H -6.4410 -1.1288 4.7970
H -7.9040 -2.1334 4.5672
C -3.5644 -5.4657 -2.1899
N -4.5940 -6.0759 -1.3046
O -5.2696 -6.9658 -1.7613
O -4.6806 -5.6306 -0.1766
H -3.6035 -5.9591 -3.1538
H -3.8000 -4.4092 -2.2808
H -2.5988 -5.6118 -1.7140

Its multiplicity is 1. The calculation puts the strongest force on any atom at 2.12 eV/A. As for the LUMO energy: -3.4 eV. The gap between HOMO and LUMO comes out at 9.003 eV. As for the HOMO energy: -12.443 eV. As for the total charge: +1.

Atomic partial charges in e from the Löwdin method, atoms 1 to 6: number 1, C, carries -0.082; number 2, C, carries -0.214; number 3, C, carries -0.144; number 4, C, carries -0.269; number 5, C, carries -0.028; number 6, C, carries -0.106



E, respectively: -8898.77131; -19668.74291; -59976.52569; -51709.88009; -161707.21832 eV.